Entry from the Open Molecules 2025 dataset: C32H36ClGeN6O4S2SeTi as an isolated structure in a non-equilibrium geometry (the ωB97M-V functional and the def2-TZVPD basis).

HOMO energy = -0.3214 Ha
Gap between HOMO and LUMO = 5.07 eV
Net charge = +1
Lowest unoccupied orbital energy = -3.67 eV
Max |F| = 0.11100 Eh/bohr

CARTESIAN COORDINATES (ANGSTROEM)
Ti (-0.406, 0.471, -0.488)
S (3.832, 6.367, -0.520)
C (5.497, 5.994, -0.578)
C (5.716, 4.654, -0.646)
C (4.511, 3.911, -0.640)
C (3.392, 4.697, -0.576)
C (1.993, 4.278, -0.526)
C (1.672, 2.920, -0.347)
N (0.449, 2.444, -0.302)
C (-0.588, 3.316, -0.417)
C (-0.380, 4.695, -0.555)
C (-1.523, 5.566, -0.575)
C (-2.774, 5.079, -0.476)
C (-3.022, 3.667, -0.389)
C (-4.306, 3.118, -0.341)
C (-4.482, 1.746, -0.266)
C (-3.330, 0.960, -0.199)
N (-2.103, 1.455, -0.238)
C (-1.926, 2.799, -0.356)
C (-5.813, 1.140, -0.276)
C (-6.153, -0.182, -0.363)
C (-7.552, -0.398, -0.392)
C (-8.256, 0.762, -0.330)
S (-7.235, 2.126, -0.229)
C (0.938, 5.159, -0.636)
H (6.223, 6.790, -0.569)
H (6.698, 4.209, -0.698)
H (4.483, 2.832, -0.702)
H (2.470, 2.202, -0.213)
H (-1.353, 6.632, -0.657)
H (-3.629, 5.742, -0.458)
H (-5.170, 3.769, -0.372)
H (-3.373, -0.117, -0.099)
H (-5.429, -0.982, -0.425)
H (-8.012, -1.372, -0.464)
H (-9.326, 0.898, -0.331)
H (1.125, 6.215, -0.790)
O (-1.361, -0.271, -4.169)
Cl (-1.598, 0.401, -2.918)
O (-2.199, 1.708, -3.111)
O (-0.142, 0.702, -2.350)
O (-1.057, -1.067, -0.429)
C (0.457, -1.156, 4.829)
N (0.031, -0.307, 3.729)
C (-0.488, 0.962, 3.839)
C (-0.657, 1.416, 2.570)
N (-0.245, 0.444, 1.683)
C (0.155, -0.573, 2.420)
H (-0.218, -1.030, 5.672)
H (1.464, -0.889, 5.148)
H (0.447, -2.197, 4.518)
H (-0.694, 1.420, 4.790)
H (-1.049, 2.366, 2.253)
H (0.502, -1.520, 2.030)
C (0.376, -5.982, 1.768)
Ge (1.486, -5.906, 0.149)
C (0.517, -6.583, -1.410)
C (3.184, -6.872, 0.390)
C (1.830, -3.969, -0.090)
Se (0.084, -2.972, -0.358)
C (0.230, -2.983, -2.292)
H (-0.097, -6.957, 1.882)
H (-0.404, -5.225, 1.690)
H (0.973, -5.788, 2.661)
H (0.346, -7.655, -1.308)
H (1.082, -6.418, -2.328)
H (-0.449, -6.086, -1.493)
H (2.975, -7.932, 0.547)
H (3.736, -6.506, 1.255)
H (3.815, -6.784, -0.494)
H (2.503, -3.749, -0.919)
H (2.281, -3.587, 0.830)
H (-0.155, -3.923, -2.679)
H (1.272, -2.863, -2.579)
H (-0.372, -2.165, -2.677)
N (3.962, -0.372, -0.182)
C (3.757, -0.392, -1.540)
C (2.412, -0.333, -1.711)
N (1.787, -0.279, -0.474)
C (2.757, -0.299, 0.413)
H (4.857, -0.382, 0.279)
H (4.562, -0.437, -2.252)
H (1.847, -0.315, -2.625)
H (2.636, -0.257, 1.482)

Atomic partial charges in e from the Löwdin method, atoms 1 to 5:
1 Ti 0.821
2 S 1.077
3 C -0.393
4 C -0.169
5 C -0.115